[1]
11
Properties=species:S:1:pos:R:3:forces:R:3 method="wB97M-V/def2-TZVPD" e_above_lowest_kcal_mol=21.68 homo_energy_ev=-13.39 smiles="N/C=C/[NH3+]" orbital_gap_ev=9.73 fmax_ev_per_a=0.43 total_charge=+1
N 2.031 -0.157 0.040 -0.1 -0.4 0.0
C 0.728 -0.133 -0.314 -0.1 0.2 0.4
C -0.320 0.052 0.505 0.0 -0.3 -0.3
N -1.662 0.244 -0.092 0.2 0.3 0.0
H 2.688 -0.562 -0.605 0.0 0.1 0.0
H 2.288 -0.248 1.012 -0.1 0.1 0.0
H 0.537 -0.227 -1.374 0.1 0.1 -0.2
H -0.319 0.056 1.579 0.1 0.1 0.1
H -2.354 -0.468 0.167 0.1 0.0 0.0
H -2.015 1.160 0.192 -0.3 0.0 0.1
H -1.602 0.284 -1.112 0.0 -0.2 0.0

***

[2]
12
Properties=species:S:1:pos:R:3:forces:R:3 method="wB97M-V/def2-TZVPD" e_above_lowest_kcal_mol=50.25 homo_energy_ev=-2.46 orbital_gap_ev=6.90 fmax_ev_per_a=4.42 total_charge=-1
C 0.288 -2.497 0.502 -2.0 -0.5 -3.4
O -0.524 -1.437 0.239 -1.3 0.8 -0.4
H 1.268 -2.258 0.614 3.5 1.0 0.4
H -0.036 -2.911 1.386 -0.7 -1.7 2.2
H 0.289 -3.308 -0.347 -0.2 0.8 1.1
N -1.045 1.710 0.100 2.8 -0.6 -3.4
C 0.160 1.019 -0.426 -1.7 -0.7 -0.2
N 1.172 1.771 -0.621 -0.2 1.3 0.0
H -1.857 1.188 0.121 -1.4 -1.4 0.6
H -0.812 2.225 0.862 0.3 2.1 2.8
H -0.209 -0.363 -0.201 1.2 -0.3 -0.4
H 1.967 1.424 -1.157 -0.4 -0.9 0.6

***

[3]
12
Properties=species:S:1:pos:R:3:forces:R:3 method="wB97M-V/def2-TZVPD" e_above_lowest_kcal_mol=39.02 homo_energy_ev=-15.38 smiles="NCOC=[NH2+]" orbital_gap_ev=11.60 fmax_ev_per_a=4.18 total_charge=+1
N 2.121 0.459 0.177 2.1 3.2 0.6
C 1.025 -0.193 -0.064 -2.7 -2.1 2.4
O -0.281 0.666 -0.725 -0.9 1.6 -0.3
C -1.481 0.649 -0.326 0.7 -2.4 -1.4
N -1.967 -0.055 0.662 1.9 0.8 0.1
H 2.191 1.157 0.994 -0.1 -1.7 -1.9
H 2.728 0.670 -0.637 -0.4 -0.1 1.1
H 0.423 -0.465 0.870 1.6 -0.2 -1.4
H 1.108 -0.964 -0.826 -0.3 0.2 0.0
H -2.288 0.865 -0.967 -0.4 1.5 -1.5
H -2.922 -0.050 0.823 -2.0 0.1 0.4
H -1.364 -0.132 1.424 0.6 -0.9 1.8

***

[4]
12
Properties=species:S:1:pos:R:3:forces:R:3 method="wB97M-V/def2-TZVPD" e_above_lowest_kcal_mol=18.84 homo_energy_ev=-14.68 orbital_gap_ev=10.01 fmax_ev_per_a=2.23 total_charge=+1
C 2.644 0.540 -0.505 1.2 -0.1 0.3
N 1.792 0.159 0.334 -2.0 0.6 0.6
H 2.366 0.716 -1.531 -0.2 0.3 -0.1
H 3.666 0.666 -0.174 0.2 -0.2 -0.3
H 1.951 -0.072 1.311 0.7 0.2 -0.2
H 0.749 0.250 0.112 0.4 -0.9 -0.4
C -1.662 -0.678 -0.066 0.4 0.2 0.1
N -2.816 -0.097 0.259 0.6 -0.1 -0.5
O -0.674 -0.028 -0.428 -0.5 0.1 -0.2
H -1.587 -1.764 -0.036 -0.3 -0.2 0.4
H -2.902 0.844 -0.089 -0.3 0.3 0.5
H -3.526 -0.536 0.814 -0.3 -0.2 -0.3

***

[5]
13
Properties=species:S:1:pos:R:3:forces:R:3 method="wB97M-V/def2-TZVPD" e_above_lowest_kcal_mol=110.01 homo_energy_ev=-3.08 orbital_gap_ev=6.98 fmax_ev_per_a=4.96 total_charge=-1
C 1.035 1.340 0.424 -0.6 -1.8 1.7
C 1.346 -0.988 -0.023 -3.4 2.2 -1.3
N -1.812 0.058 -0.908 0.1 -0.3 -0.9
N -2.474 0.041 0.163 -1.3 -0.8 0.0
O -3.574 -0.657 0.212 1.1 0.6 -0.1
O 1.950 0.274 0.025 0.1 1.5 -0.7
H 0.499 0.714 1.238 0.1 2.1 -0.7
H 0.261 1.606 -0.336 0.8 -0.3 0.4
H 1.589 2.249 0.852 -0.6 -1.5 -0.8
H 0.601 -1.211 -0.841 0.9 0.7 0.3
H 2.077 -1.646 0.004 3.7 -3.2 -0.5
H -2.283 -0.559 -1.647 0.1 0.5 1.0
H 0.785 -1.222 0.837 -1.0 0.2 1.6

***

[6]
13
Properties=species:S:1:pos:R:3:forces:R:3 method="wB97M-V/def2-TZVPD" e_above_lowest_kcal_mol=32.58 homo_energy_ev=-4.24 orbital_gap_ev=8.59 fmax_ev_per_a=4.82 total_charge=-1
N 0.604 0.840 -0.647 -1.8 4.3 -1.0
C 1.583 0.254 0.182 -0.4 -1.9 0.3
N 1.234 -1.197 0.350 1.9 0.4 0.0
H 0.172 1.752 -0.367 1.1 -1.1 0.2
H -0.212 0.458 -1.178 1.2 -1.2 1.2
H 1.756 0.707 1.203 -0.7 -0.2 -1.0
H 2.569 0.307 -0.329 -0.2 -0.4 0.4
H 1.154 -1.558 -0.598 -0.3 -0.1 0.4
H 0.365 -1.345 0.834 -0.4 0.4 -0.2
O -2.723 1.122 0.388 1.7 -2.2 -0.4
C -2.236 -0.054 0.154 -2.3 2.0 -1.5
O -1.738 -0.501 -0.928 -0.4 0.3 1.4
H -2.525 -0.784 0.936 0.6 -0.4 0.3